# C26H16F12N3O2SeTa

C26H16F12N3O2SeTa as an isolated structure in a non-equilibrium geometry (wB97M-V/def2-TZVPD, the Open Molecules 2025 dataset).

Geometry as XYZ:
```
61
Properties=species:S:1:pos:R:3:forces:R:3
Ta -0.9496 -0.9754 0.2648 0.46 1.10 -0.02
C 3.0130 -0.1319 -5.6229 0.01 0.00 0.04
C 2.3464 -0.0580 -4.2821 0.01 -0.01 -0.04
C 2.2631 1.1290 -3.5702 -0.02 0.00 0.06
C 1.6468 1.1791 -2.3332 0.07 0.04 -0.05
C 1.0858 0.0451 -1.7507 -0.19 0.03 0.05
N 0.4257 0.1992 -0.4600 -0.22 -0.55 0.35
C 0.7434 1.4320 0.2696 -0.16 -0.12 0.04
C 2.0636 1.7091 0.5578 0.06 0.04 0.05
C 2.4042 2.9037 1.1813 0.02 -0.05 -0.03
C 1.4364 3.8370 1.5178 -0.03 0.03 0.01
C 1.7862 5.1390 2.1768 0.01 0.00 -0.02
C 0.0978 3.5196 1.2633 -0.01 0.01 -0.01
C -0.2648 2.3257 0.6679 0.05 0.04 -0.05
C -1.7065 1.8465 0.5912 0.06 -0.30 -0.09
O -1.6632 0.5277 1.1018 -0.54 0.37 0.34
C -2.7207 2.5963 1.4862 0.06 0.12 -0.01
F -2.8935 3.8476 1.0741 -0.01 -0.01 0.01
F -3.8909 1.9577 1.4540 -0.01 -0.02 0.00
F -2.2872 2.6020 2.7434 0.00 0.01 0.00
C -2.2579 1.7226 -0.8860 -0.06 0.07 0.06
F -3.3654 2.3748 -1.1139 -0.03 -0.03 0.00
F -1.3607 2.0450 -1.7944 0.03 0.02 0.00
F -2.5492 0.3597 -1.1034 0.27 -0.19 -0.17
C 1.1004 -1.1552 -2.4948 0.12 0.06 -0.05
C 1.7425 -1.1812 -3.7238 0.01 -0.02 -0.01
C 0.4082 -2.4065 -2.0092 -0.34 0.00 0.16
O -0.7287 -2.0024 -1.2494 0.08 -0.53 -0.22
C 1.3074 -3.2159 -1.0367 -0.08 -0.21 -0.26
F 2.3889 -3.6688 -1.6266 0.01 0.05 0.06
F 1.6890 -2.3804 -0.0230 0.01 0.14 0.07
F 0.6506 -4.2143 -0.4526 0.04 -0.01 -0.04
C -0.1880 -3.3266 -3.1187 -0.01 0.08 -0.05
F -1.0040 -4.2139 -2.5559 -0.02 0.00 -0.02
F -0.8904 -2.5845 -3.9681 0.01 -0.01 0.01
F 0.7557 -3.9848 -3.7825 0.03 -0.02 0.03
H 3.7313 0.6754 -5.7493 0.00 0.00 -0.01
H 2.2695 -0.0456 -6.4178 0.00 0.00 0.00
H 3.5295 -1.0815 -5.7550 0.00 0.00 -0.01
H 2.6843 2.0373 -3.9814 0.00 0.00 0.00
H 1.5985 2.1296 -1.8268 -0.01 0.00 0.00
H 2.8378 1.0131 0.2605 -0.01 -0.02 -0.01
H 3.4460 3.1075 1.3924 0.00 0.01 0.01
H 2.8633 5.2736 2.2432 0.00 -0.01 0.00
H 1.3755 5.1817 3.1865 -0.01 0.00 0.00
H 1.3703 5.9773 1.6175 0.00 0.00 0.01
H -0.6623 4.2249 1.5691 0.01 0.01 0.00
H 1.7787 -2.1043 -4.2841 0.01 0.01 0.00
Se 1.0685 -2.3693 2.8779 -0.08 -0.09 0.15
N -0.5303 -1.9466 2.0876 0.36 -0.13 -0.16
C -1.5219 -2.2585 2.9537 -0.05 0.03 -0.09
C -2.9085 -2.0870 2.7473 0.08 -0.01 -0.02
C -3.7558 -2.4842 3.7396 -0.03 -0.04 0.09
C -3.2947 -3.0543 4.9686 -0.05 0.04 -0.07
C -1.9735 -3.2249 5.2041 0.07 0.01 -0.03
C -1.0468 -2.8233 4.1905 -0.09 -0.03 0.13
N 0.2624 -2.9343 4.3112 0.08 0.09 -0.19
H -3.3181 -1.6468 1.8419 0.01 0.01 -0.01
H -4.8220 -2.3628 3.5979 0.00 0.00 0.00
H -4.0243 -3.3461 5.7107 0.00 0.00 0.00
H -1.5916 -3.6498 6.1218 0.01 0.00 0.00
```
Forces are in eV/Å.

As for the HOMO energy: -14.378 eV. As for the total charge: +2. For the total energy, the calculation gives -4971.5237 a.u. As for the HOMO-LUMO gap: 6.22 eV. Its spin multiplicity is 1.

=====

# C3H7NO2

A 2-piece molecular cluster, C3H7NO2 overall (wB97M-V/def2-TZVPD, the Open Molecules 2025 dataset).

Geometry as XYZ:
```
13
Properties=species:S:1:pos:R:3:forces:R:3
N 0.4692 2.0983 -0.7518 0.09 -0.20 -0.52
C 0.6453 1.4999 -1.7893 0.02 -0.02 -0.17
O 0.8564 1.0164 -2.8393 -0.14 0.35 0.72
C 0.6501 -1.1811 0.3864 0.04 -0.01 -0.01
C -0.7699 -0.6681 0.5170 0.01 -0.31 -0.17
O -0.7342 0.5212 1.3086 -0.25 0.15 0.10
H 0.0963 1.7026 0.1151 0.03 -0.02 -0.12
H 1.3064 -0.3992 -0.0076 -0.08 -0.15 0.05
H 1.0402 -1.4895 1.3601 -0.06 0.02 -0.11
H 0.6863 -2.0335 -0.2983 -0.02 0.09 0.11
H -1.1967 -0.4524 -0.4744 0.08 -0.01 0.15
H -1.4072 -1.4209 0.9997 0.09 0.12 -0.07
H -1.6422 0.8063 1.4739 0.18 -0.02 0.02
```
Forces are in eV/Å.

As for the HOMO energy: -10.688 eV. As for the total charge: 0. For the total energy, the calculation gives -323.7439 a.u. As for the HOMO-LUMO gap: 11.32 eV. Its SMILES is N=C=O.CCO. Its spin multiplicity is 1.

=====

# C7H4Cl2N4O

The molecule C7H4Cl2N4O in a non-equilibrium geometry (wB97M-V/def2-TZVPD, the Open Molecules 2025 dataset).

Geometry as XYZ:
```
18
Properties=species:S:1:pos:R:3:forces:R:3
Cl -1.9267 -3.9709 -1.5496 0.23 0.51 0.22
Cl -0.5657 -4.0210 1.3160 0.14 0.98 -0.34
N 0.5464 2.1832 0.0178 -2.39 -4.44 -3.07
N 1.2872 0.9893 1.6891 1.51 0.70 0.56
N 1.2798 4.3248 0.5965 0.04 -3.29 0.40
O 1.7963 2.3196 1.7813 -0.52 -2.28 0.53
C 1.2497 2.9872 0.7386 0.20 6.76 0.65
C -1.1300 -1.3656 -1.6478 -0.50 -0.24 -0.51
C -0.5611 -0.1988 -1.1695 0.34 -0.75 1.24
C 0.1026 -1.4002 0.8247 0.02 0.02 0.40
C -1.1645 -2.5553 -0.9003 0.36 0.69 -0.18
C -0.5471 -2.5405 0.3529 0.01 -0.79 0.04
C 0.0957 -0.2282 0.0792 -1.41 -0.72 -1.11
N 0.6403 0.9746 0.5988 0.74 2.78 0.51
H 0.6221 4.5458 -0.1785 0.81 -0.33 0.55
H -1.6035 -1.3266 -2.6417 0.20 -0.19 0.65
H -0.6911 0.7028 -1.7125 0.24 0.67 -0.36
H 0.5697 -1.4199 1.8050 -0.05 -0.05 -0.18
```
Forces are in eV/Å.

As for the HOMO energy: -8.547 eV. As for the total charge: 0. For the total energy, the calculation gives -1483.6737 a.u. As for the HOMO-LUMO gap: 7.14 eV. Its spin multiplicity is 1.